{"formula": "C20H67N8O14", "method": "ωB97M-V/def2-TZVPD", "symbols": ["C", "C", "O", "H", "H", "H", "H", "H", "C", "C", "O", "H", "H", "H", "H", "H", "H", "C", "C", "O", "H", "H", "H", "H", "H", "H", "C", "C", "O", "H", "H", "H", "H", "H", "H", "C", "C", "O", "H", "H", "H", "H", "H", "H", "C", "C", "O", "H", "H", "H", "H", "H", "H", "C", "O", "N", "N", "H", "H", "H", "H", "C", "O", "N", "N", "H", "H", "H", "H", "C", "O", "N", "N", "H", "H", "H", "H", "C", "O", "N", "N", "H", "H", "H", "H", "C", "O", "H", "H", "H", "H", "C", "O", "H", "H", "H", "H", "C", "O", "H", "H", "H", "H", "C", "O", "H", "H", "H", "H"], "coordinates": [[-0.17, -0.61, 0.12], [0.05, 0.56, -0.85], [0.15, 1.65, -0.01], [-1.22, -0.77, 0.26], [0.37, -0.39, 1.01], [0.07, -1.55, -0.28], [-0.85, 0.53, -1.36], [0.94, 0.58, -1.51], [-2.21, -4.86, -0.49], [-0.89, -4.52, -1.23], [-0.09, -5.63, -1.35], [-2.83, -3.99, -0.41], [-2.17, -5.33, 0.57], [-2.84, -5.62, -0.96], [-0.47, -3.64, -0.85], [-1.17, -4.30, -2.22], [0.75, -5.43, -1.87], [-2.96, 3.09, -3.90], [-2.50, 2.05, -2.87], [-2.02, 2.73, -1.71], [-2.12, 3.82, -4.24], [-3.72, 3.80, -3.49], [-3.28, 2.57, -4.77], [-1.67, 1.37, -3.09], [-3.37, 1.37, -2.61], [-1.51, 2.06, -1.25], [-0.22, -1.86, 5.45], [-0.29, -0.67, 4.54], [-1.19, -0.88, 3.51], [-1.26, -2.26, 5.49], [0.27, -1.67, 6.42], [0.29, -2.57, 5.07], [0.69, -0.47, 4.07], [-0.55, 0.18, 5.20], [-0.88, -1.67, 3.09], [-3.36, -0.24, 1.48], [-3.78, 0.45, 0.15], [-4.31, -0.55, -0.70], [-2.93, -1.22, 1.35], [-4.22, -0.24, 2.04], [-2.68, 0.33, 2.07], [-2.90, 0.85, -0.29], [-4.47, 1.30, 0.36], [-3.80, -0.63, -1.48], [4.02, -2.50, -1.67], [3.07, -1.30, -1.50], [2.82, -0.83, -2.78], [3.73, -3.36, -2.13], [4.31, -3.02, -0.73], [4.93, -2.08, -1.97], [3.31, -0.57, -0.73], [2.13, -1.80, -1.24], [2.26, -0.06, -2.70], [-1.54, -1.79, -3.33], [-2.68, -1.12, -2.93], [-1.57, -2.64, -4.29], [-0.42, -1.55, -2.93], [-2.58, -2.81, -4.63], [-0.79, -3.26, -4.55], [-0.29, -0.99, -2.09], [0.54, -1.89, -3.26], [1.15, 4.93, -0.06], [1.17, 6.30, -0.11], [0.15, 4.26, -0.38], [2.09, 4.17, 0.31], [-0.77, 4.78, -0.45], [-0.01, 3.25, -0.26], [3.00, 4.62, 0.25], [2.18, 3.15, 0.40], [3.34, 1.54, 1.23], [4.67, 1.86, 1.30], [2.67, 1.63, 0.19], [2.66, 1.19, 2.28], [3.00, 1.74, -0.80], [1.62, 1.52, 0.31], [3.22, 0.94, 3.15], [1.63, 1.24, 2.36], [0.24, 2.68, 3.29], [-0.10, 2.68, 4.64], [0.58, 3.71, 2.53], [0.05, 1.57, 2.59], [0.83, 4.58, 3.06], [0.82, 3.77, 1.49], [-0.40, 0.73, 3.04], [-0.06, 1.73, 1.50], [0.69, 1.17, -4.73], [1.57, 0.96, -5.79], [0.16, 2.14, -4.90], [1.13, 1.34, -3.71], [-0.10, 0.46, -4.67], [2.13, 1.75, -5.86], [3.85, -2.02, 1.92], [2.55, -1.49, 2.10], [4.46, -1.32, 1.32], [3.83, -2.97, 1.37], [4.08, -2.20, 2.94], [2.62, -0.56, 1.88], [0.72, -4.09, 2.08], [-0.01, -2.87, 2.30], [1.14, -4.10, 1.06], [0.02, -4.82, 1.92], [1.47, -4.39, 2.84], [0.58, -2.11, 2.10], [-2.71, 3.22, 1.35], [-2.02, 4.30, 1.99], [-3.50, 2.95, 2.02], [-2.07, 2.35, 1.29], [-3.13, 3.49, 0.42], [-1.09, 4.10, 1.95]], "total_charge": -1, "energy_ev": -62405.8183, "lumo_ev": 1.460}

***

{"formula": "C20H68N10O14", "method": "ωB97M-V/def2-TZVPD", "symbols": ["C", "C", "O", "H", "H", "H", "H", "H", "H", "C", "C", "O", "H", "H", "H", "H", "H", "H", "C", "C", "O", "H", "H", "H", "H", "H", "H", "C", "C", "O", "H", "H", "H", "H", "H", "H", "C", "C", "O", "H", "H", "H", "H", "H", "H", "C", "C", "O", "H", "H", "H", "H", "H", "H", "C", "O", "N", "N", "H", "H", "H", "H", "C", "O", "N", "N", "H", "H", "H", "H", "C", "O", "N", "N", "H", "H", "H", "H", "C", "O", "N", "N", "H", "H", "H", "H", "C", "O", "N", "N", "H", "H", "H", "H", "C", "O", "H", "H", "H", "H", "C", "O", "H", "H", "H", "H", "C", "O", "H", "H", "H", "H"], "coordinates": [[-1.01, 2.11, -2.18], [-1.76, 2.32, -3.51], [-3.13, 2.46, -3.18], [-1.27, 1.17, -1.69], [-1.23, 2.84, -1.42], [0.03, 2.22, -2.33], [-1.55, 1.56, -4.25], [-1.28, 3.26, -3.85], [-3.30, 1.81, -2.53], [-3.56, -2.22, 1.19], [-2.64, -2.87, 0.18], [-2.81, -2.34, -1.13], [-4.59, -2.02, 0.83], [-3.15, -1.32, 1.42], [-3.67, -2.81, 2.06], [-2.82, -3.99, 0.10], [-1.60, -2.86, 0.44], [-2.23, -2.90, -1.71], [1.72, 3.70, 2.15], [0.97, 4.77, 1.47], [0.64, 4.16, 0.24], [1.12, 2.83, 2.35], [2.21, 4.15, 3.06], [2.51, 3.27, 1.50], [1.53, 5.72, 1.42], [0.07, 5.02, 1.94], [1.36, 3.60, -0.03], [-1.00, 2.22, 4.51], [-1.16, 1.00, 3.65], [-2.50, 0.72, 3.25], [0.06, 2.52, 4.55], [-1.27, 2.16, 5.55], [-1.53, 3.05, 4.08], [-0.71, 0.12, 4.14], [-0.54, 1.21, 2.79], [-2.55, 0.57, 2.33], [3.88, -2.53, -1.90], [4.00, -3.36, -0.58], [2.70, -3.28, -0.03], [3.18, -3.04, -2.51], [4.90, -2.39, -2.35], [3.56, -1.47, -1.83], [4.74, -3.08, 0.18], [4.08, -4.45, -0.85], [2.86, -3.30, 0.90], [-0.07, -2.23, 2.87], [0.77, -3.40, 2.37], [2.10, -3.06, 2.60], [0.02, -1.35, 2.19], [-0.04, -1.87, 3.90], [-1.15, -2.48, 2.84], [0.67, -3.44, 1.26], [0.48, -4.44, 2.75], [2.18, -2.97, 3.55], [-0.34, -4.33, -1.72], [-0.33, -5.38, -0.80], [0.48, -3.30, -1.63], [-1.21, -4.17, -2.65], [1.37, -3.42, -1.08], [0.47, -2.64, -2.39], [-1.96, -4.86, -2.69], [-1.30, -3.43, -3.41], [4.16, 0.02, 2.16], [4.63, -0.65, 0.98], [2.98, -0.29, 2.60], [4.84, 0.91, 2.82], [2.49, -1.11, 2.34], [2.41, 0.15, 3.42], [5.86, 0.96, 2.64], [4.42, 1.64, 3.42], [0.71, -0.16, 0.03], [0.35, 1.08, 0.42], [1.95, -0.55, -0.02], [-0.24, -0.95, -0.52], [2.46, -0.11, 0.78], [2.32, -1.43, -0.35], [-1.20, -0.63, -0.58], [-0.12, -1.94, -0.89], [-2.68, 3.79, 1.71], [-2.59, 5.08, 2.16], [-1.76, 3.18, 1.11], [-3.87, 3.23, 1.88], [-0.79, 3.53, 0.88], [-1.84, 2.20, 0.86], [-4.50, 3.76, 2.51], [-4.10, 2.25, 1.81], [-3.69, 1.02, -0.51], [-2.75, 0.72, 0.45], [-4.29, 2.20, -0.50], [-4.06, 0.18, -1.43], [-3.97, 2.90, 0.21], [-5.04, 2.53, -1.21], [-3.85, -0.80, -1.22], [-4.76, 0.34, -2.12], [3.73, 1.97, -1.02], [2.37, 2.35, -0.93], [4.21, 1.84, -0.04], [4.29, 2.74, -1.52], [3.73, 1.05, -1.70], [1.85, 1.56, -0.76], [-1.51, -1.09, -4.00], [-1.60, -2.30, -4.63], [-1.24, -1.32, -2.93], [-2.45, -0.70, -4.05], [-0.82, -0.36, -4.42], [-1.71, -2.31, -5.61], [1.84, 0.20, -3.73], [1.28, -0.94, -3.09], [1.54, 1.15, -3.26], [1.45, 0.24, -4.75], [2.93, 0.12, -3.68], [1.16, -0.75, -2.14]], "energy_ev": -65405.7109, "relative_energy_kj_mol": 944.7, "lumo_ev": 0.085}

***

{"formula": "C20H69BrN31O14", "method": "ωB97M-V/def2-TZVPD", "symbols": ["N", "C", "N", "C", "C", "C", "C", "C", "Br", "N", "H", "H", "H", "H", "H", "H", "H", "H", "H", "H", "H", "H", "H", "C", "O", "N", "N", "H", "H", "H", "H", "C", "O", "N", "N", "H", "H", "H", "H", "C", "O", "N", "N", "H", "H", "H", "H", "C", "O", "N", "N", "H", "H", "H", "H", "C", "O", "N", "N", "H", "H", "H", "H", "C", "O", "N", "N", "H", "H", "H", "H", "C", "O", "N", "N", "H", "H", "H", "H", "C", "O", "N", "N", "H", "H", "H", "H", "C", "O", "N", "N", "H", "H", "H", "H", "C", "O", "N", "N", "H", "H", "H", "H", "C", "O", "N", "N", "H", "H", "H", "H", "C", "O", "N", "N", "H", "H", "H", "H", "C", "O", "N", "N", "H", "H", "H", "H", "C", "O", "N", "N", "H", "H", "H", "H"], "coordinates": [[4.62, 2.91, 0.74], [4.29, 1.58, 0.58], [4.65, 0.34, 1.37], [3.36, -0.50, 1.32], [2.86, -0.12, -0.19], [1.28, -0.29, -0.61], [0.35, 1.05, -0.37], [-0.21, 1.13, 1.18], [0.98, 2.22, 2.41], [3.42, 1.22, -0.60], [5.17, 3.36, -0.05], [4.34, 3.48, 1.60], [5.32, -0.12, 0.68], [3.63, -1.61, 1.60], [2.78, -0.11, 2.26], [3.44, -0.89, -0.85], [1.27, -0.48, -1.78], [0.80, -1.27, -0.13], [-0.60, 0.97, -1.08], [0.90, 2.05, -0.72], [-0.34, 0.05, 1.67], [-1.28, 1.67, 1.17], [3.99, 1.22, -1.48], [-2.25, 3.93, -0.68], [-2.65, 2.80, -0.44], [-1.10, 4.42, -0.19], [-2.92, 4.78, -1.47], [-0.75, 5.34, -0.38], [-0.56, 3.80, 0.41], [-3.80, 4.46, -1.87], [-2.61, 5.71, -1.69], [0.64, -2.31, 4.16], [1.66, -2.27, 3.49], [0.32, -3.35, 4.94], [-0.26, -1.30, 4.18], [-0.52, -3.40, 5.50], [0.96, -4.13, 4.96], [-0.06, -0.49, 3.60], [-1.10, -1.31, 4.72], [-3.14, 0.09, 6.69], [-2.55, -0.57, 5.85], [-4.06, -0.45, 7.52], [-2.94, 1.40, 6.87], [-4.56, 0.07, 8.22], [-4.24, -1.44, 7.42], [-2.26, 1.85, 6.27], [-3.42, 1.96, 7.56], [-5.10, 1.55, 3.24], [-5.92, 2.45, 3.14], [-4.11, 1.36, 2.34], [-5.12, 0.66, 4.25], [-3.43, 0.63, 2.41], [-4.07, 2.01, 1.57], [-5.85, 0.76, 4.94], [-4.45, -0.09, 4.34], [-6.92, -2.52, 4.90], [-5.97, -2.09, 5.54], [-7.56, -3.66, 5.24], [-7.41, -1.91, 3.81], [-8.34, -4.04, 4.73], [-7.22, -4.15, 6.06], [-6.96, -1.05, 3.52], [-8.18, -2.26, 3.27], [1.02, 6.59, 1.52], [0.22, 6.36, 0.63], [1.55, 7.81, 1.72], [1.45, 5.65, 2.38], [2.21, 8.02, 2.45], [1.25, 8.55, 1.10], [1.08, 4.71, 2.26], [2.12, 5.82, 3.11], [2.94, 1.94, -4.16], [3.84, 1.11, -4.13], [2.20, 2.18, -5.26], [2.62, 2.70, -3.10], [1.46, 2.86, -5.31], [2.41, 1.63, -6.08], [3.15, 2.56, -2.25], [1.89, 3.39, -3.11], [4.96, -3.61, 6.31], [5.67, -3.51, 7.30], [4.03, -2.69, 5.99], [5.05, -4.64, 5.45], [3.44, -2.75, 5.18], [3.94, -1.90, 6.62], [5.74, -5.35, 5.65], [4.47, -4.73, 4.63], [4.50, 2.03, -8.40], [3.40, 2.08, -7.87], [5.38, 1.05, -8.15], [4.92, 2.96, -9.27], [6.29, 1.00, -8.57], [5.10, 0.33, -7.49], [4.29, 3.72, -9.49], [5.83, 2.94, -9.72], [-6.57, 3.97, -2.56], [-5.47, 3.71, -2.10], [-7.36, 3.05, -3.15], [-7.10, 5.21, -2.53], [-8.26, 3.25, -3.54], [-7.00, 2.11, -3.20], [-6.54, 5.94, -2.09], [-8.00, 5.45, -2.90], [4.76, -3.91, -0.73], [5.71, -3.47, -0.10], [4.13, -5.05, -0.40], [4.28, -3.30, -1.83], [3.35, -5.43, -0.91], [4.46, -5.54, 0.42], [4.73, -2.44, -2.11], [3.50, -3.65, -2.36], [0.33, -5.22, -2.18], [1.43, -5.49, -1.72], [-0.46, -6.15, -2.77], [-0.20, -3.99, -2.15], [-1.36, -5.95, -3.16], [-0.10, -7.09, -2.82], [0.36, -3.26, -1.71], [-1.10, -3.75, -2.52], [7.20, 2.03, -12.26], [6.10, 2.07, -11.73], [8.08, 1.04, -12.01], [7.62, 2.95, -13.13], [8.99, 0.99, -12.43], [7.80, 0.32, -11.35], [6.99, 3.71, -13.35], [8.53, 2.93, -13.58], [-8.28, -6.99, 3.88], [-9.10, -6.09, 3.78], [-7.29, -7.18, 2.98], [-8.30, -7.88, 4.89], [-6.61, -7.91, 3.05], [-7.25, -6.53, 2.21], [-9.03, -7.77, 5.58], [-7.63, -8.63, 4.98]], "total_charge": 1, "energy_ev": -166765.6024, "lumo_ev": -4.509}

***

{"formula": "C20H70O24", "method": "ωB97M-V/def2-TZVPD", "symbols": ["C", "C", "O", "O", "H", "H", "H", "H", "H", "H", "C", "C", "O", "O", "H", "H", "H", "H", "H", "H", "C", "C", "O", "O", "H", "H", "H", "H", "H", "H", "C", "C", "O", "O", "H", "H", "H", "H", "H", "H", "C", "C", "O", "O", "H", "H", "H", "H", "H", "H", "C", "C", "O", "O", "H", "H", "H", "H", "H", "H", "C", "C", "O", "O", "H", "H", "H", "H", "H", "H", "C", "C", "O", "O", "H", "H", "H", "H", "H", "H", "C", "C", "O", "O", "H", "H", "H", "H", "H", "H", "O", "H", "H", "O", "H", "H", "O", "H", "H", "O", "H", "H", "C", "O", "H", "H", "H", "H", "C", "O", "H", "H", "H", "H"], "coordinates": [[-4.71, -3.15, -1.18], [-3.52, -2.19, -1.46], [-2.36, -2.96, -1.71], [-4.58, -3.73, 0.08], [-4.78, -3.97, -1.89], [-5.69, -2.67, -1.30], [-3.43, -1.41, -0.71], [-3.86, -1.66, -2.35], [-1.95, -3.10, -0.85], [-5.46, -3.83, 0.44], [-1.02, -0.60, -4.77], [-0.50, 0.81, -5.14], [0.85, 0.86, -5.47], [-0.47, -1.16, -3.59], [-0.80, -1.21, -5.64], [-2.11, -0.54, -4.81], [-0.66, 1.46, -4.28], [-1.13, 1.20, -5.95], [1.23, 0.28, -4.80], [-0.79, -2.06, -3.50], [4.10, -2.26, -2.58], [2.61, -2.47, -2.97], [2.33, -3.25, -4.12], [4.64, -3.47, -2.20], [4.17, -1.61, -1.70], [4.69, -1.76, -3.35], [2.29, -1.44, -3.13], [2.07, -2.80, -2.09], [2.66, -4.12, -3.87], [5.54, -3.29, -1.92], [-1.27, -5.72, 0.75], [-1.04, -4.46, 1.59], [-1.15, -3.29, 0.77], [-2.67, -5.97, 0.67], [-0.81, -6.61, 1.17], [-0.85, -5.55, -0.25], [0.00, -4.45, 1.93], [-1.66, -4.44, 2.48], [-0.80, -2.64, 1.38], [-3.14, -5.17, 0.44], [-2.84, -0.49, 2.57], [-4.30, -0.80, 2.91], [-5.18, 0.10, 2.29], [-2.38, 0.80, 2.78], [-2.85, -0.72, 1.51], [-2.18, -1.14, 3.15], [-4.41, -0.97, 3.98], [-4.54, -1.79, 2.51], [-4.68, 0.92, 2.24], [-2.69, 1.34, 2.05], [3.77, -0.37, 2.17], [3.51, -1.70, 1.54], [3.54, -2.81, 2.48], [2.68, -0.10, 3.09], [3.85, 0.42, 1.43], [4.66, -0.39, 2.80], [4.19, -1.94, 0.72], [2.59, -1.71, 0.97], [3.70, -3.59, 1.94], [2.75, 0.80, 3.40], [3.18, 2.73, 4.93], [3.21, 3.47, 3.63], [2.63, 2.70, 2.55], [3.87, 1.53, 5.06], [2.10, 2.64, 5.09], [3.38, 3.42, 5.75], [4.28, 3.54, 3.43], [2.66, 4.41, 3.68], [2.89, 3.11, 1.72], [3.95, 1.44, 6.01], [0.45, 1.05, 0.62], [0.25, 0.05, -0.47], [0.91, 0.27, -1.68], [-0.14, 2.27, 0.18], [1.51, 1.26, 0.78], [-0.02, 0.81, 1.58], [-0.83, -0.01, -0.61], [0.58, -0.89, -0.02], [0.39, -0.01, -2.44], [0.19, 2.42, -0.71], [-3.96, 1.66, -2.34], [-2.79, 2.69, -2.46], [-2.69, 3.00, -3.81], [-4.21, 1.32, -0.98], [-3.84, 0.75, -2.92], [-4.91, 2.08, -2.67], [-1.83, 2.29, -2.14], [-3.07, 3.49, -1.77], [-3.30, 3.67, -4.13], [-5.04, 0.85, -0.99], [-0.15, 0.79, 4.24], [-0.98, 0.94, 3.78], [0.48, 1.35, 3.79], [0.62, -1.96, 2.73], [0.64, -1.07, 3.10], [1.50, -2.30, 2.88], [3.60, 1.14, -1.17], [3.40, 1.65, -0.39], [2.76, 0.76, -1.43], [2.64, 3.79, 0.21], [3.08, 4.29, -0.48], [1.80, 3.54, -0.18], [1.57, 3.53, -3.44], [0.80, 3.59, -2.27], [2.52, 3.01, -3.34], [0.88, 2.98, -4.08], [1.65, 4.57, -3.75], [0.24, 4.36, -2.42], [-0.45, 4.35, 3.09], [0.04, 4.66, 1.79], [-0.34, 5.25, 3.69], [-1.51, 4.10, 3.12], [0.06, 3.49, 3.52], [0.24, 3.79, 1.44]], "energy_ev": -71009.8362, "relative_energy_kj_mol": 152.2, "lumo_ev": 0.256}